# C31H24CaN5O3S

A molecular structure, C31H24CaN5O3S at a distorted geometry (ωB97M-V/def2-TZVPD, OMol25).

```
65
Properties=species:S:1:pos:R:3:forces:R:3
Ca 0.3755 0.1377 -0.3499 -0.74 0.52 -1.63
S 3.6953 0.1140 -0.6210 -0.27 0.02 0.18
O -1.0715 -0.7529 6.4324 -0.14 -0.68 -0.27
O -0.5881 -2.9247 5.8508 -0.43 0.64 0.05
O 2.3917 0.4026 0.1372 1.67 0.29 -0.23
N 1.2431 1.8775 -3.0666 -0.19 -0.24 0.05
N 0.4823 0.8289 -2.6548 0.24 0.42 -0.92
N 0.4179 -2.1790 -0.3916 0.02 -0.98 -0.05
N -0.5534 2.0165 0.6962 -0.28 0.62 0.46
N -0.4173 -0.5339 1.5814 -0.31 -0.29 0.86
C 5.6997 1.8927 -1.0172 0.03 0.02 0.00
C 0.9272 -4.3331 -1.3021 0.04 -0.12 -0.10
C 0.8075 -2.9665 -1.4092 -0.11 0.33 0.29
C -1.0606 2.8665 2.8608 -0.09 0.17 0.27
C 0.1306 -2.7477 0.7981 -0.08 0.49 0.10
C -0.7809 1.8120 2.0114 0.09 -0.48 -0.16
C 0.2218 -4.1149 0.9753 -0.02 -0.35 0.14
C 0.0135 0.3059 -3.7905 -0.06 -0.03 0.19
C -0.4293 -2.2358 3.2224 0.04 -0.36 0.17
C 4.3571 -1.2990 0.2158 -0.01 -0.21 0.03
C 5.6975 2.7433 1.6432 0.06 0.03 -0.01
C -0.8575 -1.7176 5.6698 0.73 -0.01 0.58
C 4.8068 1.7618 1.2462 0.12 0.05 -0.02
C -0.8747 4.3676 1.0065 -0.02 0.17 0.02
C 5.3693 -3.5023 1.4974 0.04 -0.01 -0.04
C -0.8735 0.0342 3.8306 -0.08 0.23 0.26
C 6.5955 2.8717 -0.6005 0.03 0.01 0.02
C 1.2499 2.0119 -4.4040 0.10 0.10 0.04
C -0.2633 -1.8233 1.9221 -0.02 0.06 -0.47
C 4.1922 -2.9234 1.9515 0.01 -0.02 0.00
C 0.6239 -4.9124 -0.0824 -0.02 -0.19 0.16
C 3.6699 -1.8092 1.3044 0.10 -0.11 0.07
C 4.8282 1.3525 -0.0837 -0.01 0.19 0.09
C -0.7447 -1.2967 4.1920 -0.10 -0.01 -0.15
C 6.5889 3.2952 0.7213 -0.03 -0.02 0.03
C -1.0988 4.1542 2.3561 -0.05 0.10 0.19
C 5.5307 -1.8689 -0.2653 -0.03 -0.01 0.05
C 0.4645 1.0087 -4.9136 -0.09 -0.11 -0.10
C -0.6965 0.3910 2.5127 -0.07 0.15 -0.39
C 6.0382 -2.9780 0.3920 -0.02 -0.04 0.05
C -0.6121 3.2704 0.2197 -0.01 -0.43 0.02
H 0.2431 0.8139 -5.9503 0.01 0.01 0.10
H -0.4578 3.3865 -0.8473 0.04 -0.04 -0.03
H 4.1100 1.3189 1.9502 0.05 0.03 -0.08
H 0.6997 -5.9858 0.0480 -0.02 0.07 0.00
H 1.8059 2.7997 -4.8914 -0.07 -0.08 0.08
H 3.6783 -3.3314 2.8147 0.04 0.02 -0.06
H 6.9560 -3.4362 0.0428 -0.07 0.02 0.03
H -0.0255 -4.5554 1.9324 0.03 0.01 -0.08
H 7.2941 3.3015 -1.3091 -0.06 -0.02 0.06
H 2.7556 -1.3415 1.6483 0.06 -0.02 -0.01
H -1.0935 0.7322 4.6300 0.01 -0.08 -0.03
H -0.3055 -3.2586 3.5605 -0.02 0.09 0.02
H 6.0447 -1.4512 -1.1279 -0.07 -0.05 0.11
H 1.0351 -2.4673 -2.3447 0.00 0.05 0.00
H 7.2829 4.0642 1.0416 -0.05 -0.08 -0.02
H -1.2501 2.6840 3.9099 0.03 0.03 -0.06
H -0.9081 5.3592 0.5738 0.00 -0.07 0.03
H 5.6891 1.5528 -2.0496 -0.02 0.04 0.12
H 5.7714 -4.3708 2.0071 -0.02 0.08 -0.05
H -1.3075 4.9882 3.0164 0.00 -0.07 -0.04
H 1.7156 2.4564 -2.3962 0.06 0.04 0.09
H 1.2443 -4.9256 -2.1507 -0.02 0.04 0.06
H 5.7074 3.0729 2.6760 0.00 0.00 -0.10
H -0.6434 -0.5524 -3.7581 0.06 0.06 0.01
```
Positions in Å, forces in eV/Å.

Summary:
- highest occupied orbital energy (Ha) = -0.3594
- charge = +1
- lowest unoccupied orbital energy (eV) = -3.2
- energy (a.u.) = -2770.920897
- multiplicity = 1
- Kohn-Sham gap (hartree) = 0.24353

natural (NBO) charges, unit e, in atom order: atom 1 (Ca): 1.779, atom 2 (S): 1.263, atom 3 (O): -0.712, atom 4 (O): -0.717, atom 5 (O): -1.090, atom 6 (N): -0.334, atom 7 (N): -0.428, atom 8 (N): -0.585, atom 9 (N): -0.578, atom 10 (N): -0.661, atom 11 (C): -0.232, atom 12 (C): -0.250, atom 13 (C): 0.056, atom 14 (C): -0.213, atom 15 (C): 0.172, atom 16 (C): 0.169, atom 17 (C): -0.218, atom 18 (C): -0.015, atom 19 (C): -0.227, atom 20 (C): -0.280, atom 21 (C): -0.179, atom 22 (C): 0.722, atom 23 (C): -0.220, atom 24 (C): -0.251, atom 25 (C): -0.201, atom 26 (C): -0.223, atom 27 (C): -0.201, atom 28 (C): -0.003, atom 29 (C): 0.224, atom 30 (C): -0.137, atom 31 (C): -0.120, atom 32 (C): -0.230, atom 33 (C): -0.205, atom 34 (C): -0.001, atom 35 (C): -0.172, atom 36 (C): -0.122, atom 37 (C): -0.214, atom 38 (C): -0.327, atom 39 (C): 0.235, atom 40 (C): -0.177, atom 41 (C): 0.057, atom 42 (H): 0.257, atom 43 (H): 0.191, atom 44 (H): 0.242, atom 45 (H): 0.239, atom 46 (H): 0.243, atom 47 (H): 0.229, atom 48 (H): 0.232, atom 49 (H): 0.248, atom 50 (H): 0.234, atom 51 (H): 0.239, atom 52 (H): 0.265, atom 53 (H): 0.265, atom 54 (H): 0.228, atom 55 (H): 0.196, atom 56 (H): 0.234, atom 57 (H): 0.248, atom 58 (H): 0.239, atom 59 (H): 0.227, atom 60 (H): 0.234, atom 61 (H): 0.239, atom 62 (H): 0.418, atom 63 (H): 0.240, atom 64 (H): 0.234, atom 65 (H): 0.226